(1)
# C3H11N2O2

C3H11N2O2 as an isolated structure (the ωB97M-V functional and the def2-TZVPD basis, the OMol25 dataset).

For the HOMO-LUMO gap, the calculation gives 10.6594 eV. The strongest force on any atom comes out at 5.675 eV/Å. Its net charge is +1. As for the energy above the lowest of the compared OMol25 structures with the same formula, charge and spin: 88.1 kcal/mol. Its LUMO energy is -2.972 eV. Its electronic energy is -10355.9310 eV.

```
18
C3H11N2O2 | the OMol25 dataset | the ωB97M-V functional and the def2-TZVPD basis
C -0.954 0.038 -0.876
C -0.042 1.273 0.412
C -0.658 -1.434 -0.495
N 0.317 2.478 -0.048
N 1.159 0.298 0.772
O -0.506 -1.648 0.831
O 0.529 -1.803 -1.152
H -0.506 0.295 -1.762
H -1.881 0.295 -0.539
H -0.755 1.128 1.229
H -1.382 -2.214 -0.942
H 0.223 3.328 0.459
H 0.594 2.634 -1.063
H 0.835 -0.268 1.505
H 2.027 0.829 1.160
H 1.464 -0.430 0.110
H -1.301 -2.037 1.264
H 0.835 -2.760 -0.864
```

=====

(2)
# C3H11N2O2

A 2-piece molecular cluster, C3H11N2O2 overall (the ωB97M-V functional and the def2-TZVPD basis, the OMol25 dataset).

For the HOMO-LUMO gap, the calculation gives 10.4455 eV. The strongest force on any atom comes out at 0.398 eV/Å. Its net charge is +1. As for the energy above the lowest of the compared OMol25 structures with the same formula, charge and spin: 31.1 kcal/mol. Its LUMO energy is -3.096 eV. Its electronic energy is -10358.4057 eV.

```
18
C3H11N2O2 | the OMol25 dataset | the ωB97M-V functional and the def2-TZVPD basis
C -1.841 0.855 -0.220
N -2.251 0.725 -1.608
C -0.663 1.827 -0.158
N 0.159 1.621 1.093
H -1.587 -0.087 0.278
H -2.675 1.293 0.319
H -1.592 0.159 -2.130
H -3.141 0.245 -1.675
H -1.022 2.856 -0.140
H -0.001 1.698 -1.006
H 0.898 2.315 1.152
H -0.427 1.682 1.932
H 0.637 0.687 1.077
O 1.420 -0.813 0.985
C 1.408 -1.605 0.076
O 2.019 -2.762 0.175
H 0.874 -1.444 -0.873
H 1.901 -3.304 -0.617
```

=====

(3)
# C3H11N2O2P

A 2-piece molecular cluster, C3H11N2O2P overall (the ωB97M-V functional and the def2-TZVPD basis, the OMol25 dataset).

For the HOMO-LUMO gap (spin up / spin down), the calculation gives 9.1414 / 6.9356 eV. The strongest force on any atom comes out at 4.951 eV/Å. Its net charge is 0. As for the energy above the lowest of the compared OMol25 structures with the same formula, charge and spin: 131.6 kcal/mol. Its LUMO energy (spin up / spin down) is -0.438 / -0.745 eV. Its electronic energy is -19649.8174 eV.

```
19
C3H11N2O2P | the OMol25 dataset | the ωB97M-V functional and the def2-TZVPD basis
C -0.618 -1.372 -1.617
C 1.520 -0.597 -0.736
C -0.498 2.798 0.933
N 0.621 -1.814 1.767
N 0.129 -0.305 -1.025
O -2.193 0.620 -0.044
O 0.173 1.650 0.578
P -0.793 0.428 0.183
H -1.375 -1.173 -2.392
H 0.035 -1.919 -2.279
H -1.007 -2.152 -1.023
H 1.720 -1.602 -1.375
H 1.981 0.244 -1.145
H 1.586 -0.915 0.304
H -0.058 3.681 0.577
H -0.452 3.110 2.016
H -1.660 2.870 0.538
H -0.030 -2.413 2.260
H 0.918 -1.138 2.479
```

=====

(4)
# C3H11N2O2S2

A 2-piece molecular cluster, C3H11N2O2S2 overall (the ωB97M-V functional and the def2-TZVPD basis, the OMol25 dataset).

For the HOMO-LUMO gap, the calculation gives 9.7436 eV. The strongest force on any atom comes out at 3.060 eV/Å. Its net charge is +1. Its LUMO energy is -3.240 eV. Its electronic energy is -32028.5235 eV.

```
20
C3H11N2O2S2 | the OMol25 dataset | the ωB97M-V functional and the def2-TZVPD basis
S -2.662 1.636 -0.073
S -1.628 0.414 1.038
C -0.702 -0.939 0.260
C 0.561 -0.786 -0.600
C 1.461 -1.966 -0.226
N 0.970 -3.220 -0.188
O 2.638 -1.795 0.035
N 1.305 0.430 -0.186
H -1.995 2.711 -0.460
H -0.480 -1.652 1.067
H -1.474 -1.487 -0.298
H 0.349 -0.761 -1.739
H 0.035 -3.418 -0.538
H 1.439 -3.902 0.379
H 1.703 0.179 0.808
H 2.015 0.711 -0.855
H 0.761 1.294 -0.040
H 1.684 3.748 -0.917
H 2.987 3.171 -0.474
O 2.151 2.893 -0.864
```

=====

(5)
# C3H11N2O3

A 4-piece molecular cluster, C3H11N2O3 overall (the ωB97M-V functional and the def2-TZVPD basis, the OMol25 dataset).

For the HOMO-LUMO gap (spin up / spin down), the calculation gives 3.1837 / 7.8518 eV. The strongest force on any atom comes out at 4.997 eV/Å. Its net charge is 0. As for the multiplicity: 2. As for the energy above the lowest of the compared OMol25 structures with the same formula, charge and spin: 11.1 kcal/mol. Its LUMO energy (spin up / spin down) is 0.262 / 0.255 eV. Its electronic energy is -12408.9295 eV.

```
19
C3H11N2O3 | the OMol25 dataset | the ωB97M-V functional and the def2-TZVPD basis
C -2.351 0.266 0.311
C -2.535 1.442 -0.422
N -1.364 2.210 -0.230
C -0.548 1.584 0.635
N -1.103 0.380 0.943
H -2.859 -0.674 0.263
H -3.335 1.876 -1.036
H -1.225 3.201 -0.629
H 0.443 1.875 1.050
H -0.731 -0.355 1.488
H 0.014 -2.649 0.829
H 0.832 -1.682 1.780
O -0.042 -2.010 1.544
H 4.468 -1.956 -1.319
H 3.343 -2.658 -2.038
O 3.559 -2.243 -1.192
H 2.506 -0.833 -1.178
H 2.487 0.625 -1.597
O 1.981 -0.015 -1.086
```

=====

(6)
# C3H11N2OP

C3H11N2OP in the gas phase (the ωB97M-V functional and the def2-TZVPD basis, the OMol25 dataset).

For the HOMO-LUMO gap, the calculation gives 9.8257 eV. The strongest force on any atom comes out at 7.882 eV/Å. Its net charge is 0. As for the energy above the lowest of the compared OMol25 structures with the same formula, charge and spin: 36.7 kcal/mol. Its LUMO energy is 0.761 eV. Its electronic energy is -17605.1428 eV. As for the SMILES: CN(C)[P@@](C)(N)=O.

```
18
C3H11N2OP | the OMol25 dataset | the ωB97M-V functional and the def2-TZVPD basis
C 0.732 1.077 -0.750
N -0.479 0.727 -0.153
C -1.773 0.948 -0.752
P -0.376 -0.546 1.045
C 0.556 -1.924 0.244
N 0.592 0.178 2.106
O -1.864 -1.209 1.714
H 0.782 2.114 -0.665
H 1.648 0.711 -0.200
H 0.994 0.675 -1.772
H -1.828 0.654 -1.803
H -2.578 0.471 -0.007
H -2.201 1.980 -0.758
H 0.893 -2.558 1.114
H -0.113 -2.539 -0.332
H 1.440 -1.405 -0.284
H 0.941 -0.426 2.837
H 0.112 1.025 2.304
```